(1)
Here is a molecular structure, C17H18N7O9PbS from the Open Molecules 2025 dataset. Energies are from wB97M-V/def2-TZVPD.

Each line ends with the Mulliken charge.
CARTESIAN COORDINATES (ANGSTROEM)
Pb 0.54334 0.63745 -0.63335  1.5376
O -3.26814 0.91170 -3.65795  -0.5383
C -2.60034 0.21455 -2.71737  0.4945
O -1.98647 0.74923 -1.83790  -0.4293
C -2.77809 -1.27398 -2.94669  -0.4398
O -1.79369 -2.06223 -2.34402  -0.3772
C -2.13802 -2.69545 -1.11921  -0.9456
C -2.04333 -1.72279 0.05284  0.6476
O -2.96296 -0.95436 0.30332  -0.6901
O -0.57434 -0.80917 1.71524  -0.1356
H -3.06776 1.84540 -3.49018  0.3697
H -2.73544 -1.43331 -4.02608  0.3950
H -3.78598 -1.53798 -2.60331  0.2908
H -1.45312 -3.52965 -1.00766  0.4099
H -3.17301 -3.05503 -1.14900  0.4460
C -3.31648 -0.27908 4.78096  -0.4579
C -2.49966 -1.39834 4.76267  -0.5396
C -1.60106 -1.58575 3.71929  -0.2671
C -1.54512 -0.65150 2.69996  -0.0905
C -2.34051 0.48079 2.71393  0.0602
C -3.22857 0.66102 3.75947  -0.6108
N -0.84444 -1.74554 0.67970  0.9121
N -0.02833 -2.87234 0.75200  -1.5217
C 1.07783 -2.77540 -0.00148  0.3924
C 1.90627 -3.94306 -0.02676  -0.6544
C 2.97135 -4.00951 -0.86846  -0.1635
C 3.26879 -2.91845 -1.70826  -0.9268
C 2.47847 -1.80842 -1.60041  0.0409
N 1.42606 -1.70505 -0.75403  0.0644
H -4.02287 -0.13545 5.58882  0.3693
H -2.54882 -2.12341 5.56540  0.3645
H -0.94546 -2.44515 3.67395  0.4399
H -2.26431 1.18887 1.90200  0.4161
H -3.86801 1.53418 3.76965  0.3557
H 1.62358 -4.76311 0.61846  0.4341
H 3.58179 -4.90569 -0.89668  0.3580
H 4.09078 -2.93349 -2.40772  0.4506
H 2.68567 -0.93737 -2.21142  0.1614
O 2.96522 0.75743 -3.61088  -0.7480
S 2.16180 1.71500 -2.88252  1.3371
O 2.32092 3.09706 -3.29008  -0.7132
O 0.70108 1.30005 -2.88307  -0.6623
O 2.49619 1.60178 -1.37199  -1.0113
N 3.08745 4.11279 -0.44819  -0.2410
C 2.77343 4.90878 0.57319  0.6096
N 3.24377 6.18781 0.52074  -0.4308
N 2.05000 4.60761 1.65041  -0.7778
C 1.52978 3.38963 1.65594  0.7282
N 1.11168 2.30799 1.59607  -0.6363
H 3.45282 4.51163 -1.29884  0.2854
H 2.66937 3.19452 -0.58202  0.1436
H 4.04336 6.38542 -0.05346  0.2258
H 3.15356 6.70942 1.37498  0.2682

For the electronic energy, the calculation gives -2310.214851 Ha. The energy above the lowest of the compared OMol25 structures with the same formula, charge and spin comes out at 1.972 eV. The total charge is -1. Its HOMO-LUMO gap is 7.375 eV.

=====

(2)
Here is a molecular structure, C17H19BCdN6O2 from the Open Molecules 2025 dataset. Energies are from wB97M-V/def2-TZVPD.

Each line ends with the Mulliken charge.
CARTESIAN COORDINATES (ANGSTROEM)
C -0.25127 3.37553 -1.06705  -0.0503
N -0.02323 2.10943 -1.46548  -0.2791
N 0.18102 2.13841 -2.82458  0.1942
C 0.03496 3.39850 -3.29189  -0.1130
C -0.22665 4.21766 -2.19342  -1.0721
B 0.43114 0.82209 -3.62283  0.0183
N 1.48946 -0.11122 -2.95062  0.3046
N 1.45879 -0.44267 -1.60988  -0.3961
C 2.46085 -1.31391 -1.38967  -0.1486
C 3.11631 -1.57390 -2.60948  -0.9293
C 2.46608 -0.80798 -3.56317  -0.1355
Cd -0.40844 0.14654 -0.29247  1.4399
N -0.89356 0.01517 -3.53753  0.3418
N -1.29022 -0.44099 -2.30681  -0.1393
C -2.40910 -1.16051 -2.47033  -0.1669
C -2.74418 -1.16007 -3.83226  -0.8585
C -1.75881 -0.41085 -4.47469  0.0299
H -2.90081 -1.62056 -1.61942  0.4303
H -1.57339 -0.15044 -5.50702  0.4919
H -3.59289 -1.63600 -4.28998  0.4512
H 0.73718 1.05945 -4.74502  -0.0385
H 2.58828 -0.69629 -4.64109  0.4384
H 0.12546 3.57130 -4.36031  0.4563
H 3.94830 -2.23211 -2.77101  0.4165
H -0.38964 5.27172 -2.20631  0.4245
H 2.68062 -1.71839 -0.39781  0.4394
H -0.41807 3.61237 -0.02913  0.4521
H -0.54008 -2.55427 0.64753  -0.1321
C -0.19578 -3.09625 1.54471  -0.7442
H 0.38594 -3.97862 1.24712  0.3094
H 0.43775 -2.43877 2.15538  0.2550
H -1.05892 -3.42469 2.13200  0.3078
O -4.30746 0.35631 1.50672  -0.2225
C -3.09960 0.61519 1.41845  0.4209
O -2.42778 0.79917 0.33130  -0.6077
C -2.33752 0.72175 2.73210  0.6565
C -1.03920 1.26024 2.81881  0.0432
C -0.33548 1.26065 4.02865  -0.8505
C -0.95974 0.82803 5.20970  -0.3772
C -2.27146 0.32627 5.14594  -0.6349
C -2.93611 0.23859 3.91207  -0.5310
H -0.56944 1.67450 1.91945  0.3886
H 0.70245 1.60144 4.05204  0.4377
H -0.43398 0.87609 6.16687  0.4215
H -2.77794 -0.01332 6.05496  0.4170
H -3.93431 -0.20111 3.85026  0.4403

For the electronic energy, the calculation gives -1330.167125 Ha. The energy above the lowest of the compared OMol25 structures with the same formula, charge and spin comes out at 0.000 eV. The total charge is +2. Its HOMO-LUMO gap (alpha / beta) is 4.859 / 4.053 eV.

=====

(3)
Here is a molecular structure, C17H19BN7O3S2Ti from the Open Molecules 2025 dataset. Energies are from wB97M-V/def2-TZVPD.

Each line ends with the Mulliken charge.
CARTESIAN COORDINATES (ANGSTROEM)
Ti -0.50805 0.86447 0.12924  0.1752
B -1.67538 -0.54098 -2.60950  0.3548
N -2.50361 0.67375 -2.06185  -0.2724
C -3.59080 1.25367 -2.53257  -0.0274
C -3.81238 2.45866 -1.85231  -1.1017
C -2.78171 2.55083 -0.95740  -0.3221
N -1.97410 1.45750 -1.08074  0.4811
N -1.36952 -1.49811 -1.42690  -0.6552
C -1.41391 -2.82892 -1.45330  -0.1356
C -0.63319 -3.34640 -0.42811  -1.0923
C -0.11025 -2.25095 0.20915  -1.0481
N -0.58089 -1.11417 -0.37777  0.9980
H -2.31341 -1.11892 -3.43685  -0.0977
H -0.62314 -0.09030 -3.00242  -0.1361
H -4.14117 0.79315 -3.33682  0.4791
H -4.60948 3.16273 -2.01282  0.4405
H -2.54692 3.32800 -0.24924  0.4859
H -1.97912 -3.32727 -2.22414  0.4786
H -0.45261 -4.37637 -0.17430  0.5497
H 0.56777 -2.23059 1.04171  0.9979
N -1.62109 1.38899 1.88163  -0.1614
C -0.95510 0.26867 2.50963  0.2534
C -1.68715 -0.84119 2.94141  -1.0302
C -0.99196 -1.93203 3.41318  -0.4471
C 0.40857 -1.93429 3.43093  -0.4707
C 1.12900 -0.81523 3.04871  -0.7839
C 0.44359 0.30127 2.56509  0.4876
S 1.27934 -3.50161 3.66166  1.3195
O 1.29770 -3.89430 2.25054  -0.6388
O 2.56109 -3.12499 4.20235  -0.6611
O 0.40751 -4.28512 4.49784  -0.6746
H -1.45998 2.28032 2.34324  0.3475
H -2.62497 1.23553 1.81669  0.3425
H -2.77014 -0.83998 2.89855  0.4227
H -1.49826 -2.82518 3.76084  0.5380
H 2.21004 -0.83900 3.11079  0.5403
H 0.99290 1.20036 2.34652  0.5382
C 4.64495 2.89596 -2.50899  -1.2246
C 3.46776 2.21741 -1.90338  1.0222
C 3.19264 0.86354 -2.17900  -1.1620
C 2.08388 0.29596 -1.62130  0.0249
N 1.30125 1.04457 -0.81452  0.4051
C 1.64394 2.32833 -0.58556  0.5450
S 0.47309 3.01215 0.50546  -0.4733
N 2.67958 2.94438 -1.09866  -0.5658
H 5.54216 2.28977 -2.38076  0.3685
H 4.78855 3.87693 -2.06691  0.3499
H 4.48415 3.00903 -3.58392  0.3193
H 3.84477 0.29030 -2.82144  0.4035
H 1.78407 -0.73034 -1.78366  0.5132

For the electronic energy, the calculation gives -2938.776188 Ha. The total charge is +1. Its HOMO-LUMO gap is 5.151 eV.

=====

(4)
Here is a molecular structure, C17H19Cl2N5O6S5Ti from the Open Molecules 2025 dataset. Energies are from wB97M-V/def2-TZVPD.

Each line ends with the Mulliken charge.
CARTESIAN COORDINATES (ANGSTROEM)
Ti -0.37163 0.30446 -0.49239  0.5080
O -3.80605 -1.01198 1.66317  -0.6744
C -2.81328 -0.36159 1.18559  0.3488
O -2.04166 -0.80322 0.32596  0.2552
C -2.46314 1.00510 1.70613  -0.3444
C -3.12613 1.74349 2.66150  -0.5385
C -2.56069 2.96418 3.02750  -0.4411
C -1.36456 3.36798 2.45590  -0.6748
C -0.76829 2.55411 1.50360  0.1722
N -1.32943 1.41189 1.14649  0.6915
C 0.61586 2.73768 0.87660  0.2148
O 1.25947 3.73723 1.12032  -0.7224
O 0.95044 1.69309 0.21157  -0.5843
H -4.03977 1.37094 3.10215  0.5618
H -3.04501 3.58194 3.77255  0.4352
H -0.86903 4.28905 2.73018  0.5477
S 0.70492 5.97855 -5.15888  -0.3387
C 0.42079 4.60838 -4.26603  0.1135
S 1.54008 3.31654 -4.09603  -0.1262
C 0.58166 2.26181 -3.07925  0.3068
C -0.63186 2.75115 -2.74303  0.2009
S -1.82296 1.91837 -1.77184  -0.6039
S -1.02257 4.33097 -3.37654  -0.1295
S 1.22678 0.72427 -2.60444  -0.5580
N -1.14400 -1.05966 -2.18271  -0.1474
C -1.00748 -2.43944 -1.73991  1.0151
C -1.25788 -3.54510 -2.76789  -1.0090
C -2.66353 -4.12984 -2.58991  -0.4325
C -2.75240 -5.14843 -1.44249  -1.2464
N -2.04732 -4.82063 -0.21090  -0.1630
C -2.45628 -3.89752 0.69911  -0.0853
N -3.64445 -3.35427 0.76174  -0.5030
N -1.51878 -3.57396 1.62675  -0.2422
C 0.24954 -2.57618 -0.87940  -0.1657
O 0.68709 -3.69890 -0.62000  -0.8041
O 0.66747 -1.47328 -0.37626  -0.1673
H -2.10125 -0.79682 -2.38424  0.3932
H -0.54245 -0.78025 -2.95584  0.1997
H -1.78293 -2.53327 -0.98384  -0.1016
H -0.50495 -4.32777 -2.64738  0.4106
H -1.14415 -3.13442 -3.77265  0.3774
H -2.99205 -4.64732 -3.49496  0.4780
H -3.37090 -3.30862 -2.43186  0.2071
H -2.30962 -6.08581 -1.78304  0.4332
H -3.79537 -5.37440 -1.20774  0.4299
H -1.03532 -4.88485 -0.28550  0.3970
H -4.27686 -3.68812 0.04830  0.2151
H -3.79162 -2.08186 1.25191  0.4070
H -0.54430 -3.66148 1.36479  0.1211
H -1.71567 -2.77799 2.21055  0.3376
Cl 1.85085 -3.27289 2.78295  -0.1888
C 1.99799 -1.56264 2.33874  0.0932
Cl 0.62601 -0.60737 2.93130  -0.1692
H 2.01141 -1.48310 1.25835  -0.1610
H 2.89319 -1.18679 2.81716  0.4509

For the electronic energy, the calculation gives -5145.614448 Ha. The expectation value of S² is 0.75. The energy above the lowest of the compared OMol25 structures with the same formula, charge and spin comes out at 0.477 eV. Its spin multiplicity is 2. The total charge is -1. Its HOMO-LUMO gap (alpha / beta) is 5.586 / 5.483 eV.